This record from the OMol25 dataset describes a 7-piece molecular cluster, H14O7 overall at a distorted geometry. The level of theory is ωB97M-V/def2-TZVPD.

Last column: Löwdin charge in e.
Geometry (Å):
O (1.5568, -1.4329, 1.9621)  -0.047
H (1.8118, -2.3109, 2.2381)  0.049
H (1.9218, -1.2269, 1.0861)  -0.009
O (-3.4712, 0.9421, 0.1531)  -0.038
H (-2.7292, 0.3581, 0.2981)  -0.019
H (-3.1552, 1.7391, -0.2479)  0.015
O (0.1228, 0.8511, -0.8229)  -0.060
H (-0.4662, 0.5361, -0.1329)  -0.007
H (0.9358, 0.3641, -0.5919)  0.010
O (-1.1842, -0.9529, 0.9501)  -0.056
H (-1.1692, -1.5449, 0.1641)  0.088
H (-0.4302, -1.1189, 1.5221)  0.016
O (2.4518, -0.7209, -0.5429)  -0.007
H (2.8928, -1.5819, -0.5639)  0.094
H (3.0548, -0.0949, -0.8369)  0.047
O (-0.1082, -0.3399, -3.3599)  -0.051
H (-0.0402, 0.1731, -2.5539)  -0.027
H (0.6308, -0.9069, -3.2189)  -0.001
O (-1.1132, 2.4491, 1.7551)  -0.020
H (-1.2302, 2.7711, 0.8711)  0.020
H (-0.2822, 2.0471, 1.8711)  0.004

Results
frontier orbital gap = 0.3754 Eh
ΔE to the lowest compared entry with this formula, charge and spin = 40.7 kcal per mole
molecular weight = 126.1 g/mol

***

This record from the OMol25 dataset describes one molecule with the formula C21H19N5OS2 at a distorted geometry. The level of theory is ωB97M-V/def2-TZVPD.

Last column: Löwdin charge in e.
Geometry (Å):
C (1.7753, 3.8659, -0.6454)  -0.106
C (2.4144, 2.5290, -0.5647)  -0.579
C (2.3257, 1.4873, -1.4285)  -0.208
N (2.9953, 0.3562, -1.0857)  0.047
C (3.6134, 0.4924, 0.0362)  -0.629
N (4.3793, -0.4417, 0.6752)  0.098
C (4.5268, -1.7944, 0.4533)  -0.532
O (5.2398, -2.4420, 1.1787)  0.086
C (3.7879, -2.3760, -0.7219)  -0.345
S (2.1627, -3.0510, -0.2025)  0.989
C (1.4238, -1.6357, 0.5051)  -0.644
N (1.8099, -1.0256, 1.5904)  0.037
N (0.9961, 0.0167, 1.7817)  0.094
C (0.1108, 0.0339, 0.8163)  -0.266
C (-0.9684, 1.0057, 0.6954)  -0.158
C (-1.7911, 1.2372, 1.7933)  -0.011
C (-2.8252, 2.1498, 1.7026)  -0.070
C (-3.0387, 2.8462, 0.5245)  -0.082
C (-2.2069, 2.6358, -0.5624)  -0.080
C (-1.1759, 1.7180, -0.4812)  -0.057
N (0.3431, -1.0026, -0.0428)  0.008
C (-0.4755, -1.4571, -1.1393)  -0.093
C (-1.8334, -1.8489, -0.6132)  -0.206
C (-2.9697, -1.1265, -0.9457)  -0.044
C (-4.1947, -1.4648, -0.3976)  -0.075
C (-4.2906, -2.5233, 0.4886)  -0.086
C (-3.1592, -3.2498, 0.8214)  -0.074
C (-1.9351, -2.9141, 0.2734)  -0.028
S (3.4199, 2.0726, 0.7819)  1.094
H (1.0190, 3.9705, 0.1332)  0.077
H (2.5140, 4.6537, -0.5071)  0.074
H (1.2994, 3.9918, -1.6151)  0.081
H (1.7870, 1.4904, -2.3595)  0.112
H (4.8049, -0.1326, 1.5423)  0.148
H (4.3246, -3.2484, -1.0926)  0.086
H (3.6137, -1.6405, -1.5046)  0.058
H (-1.6099, 0.6927, 2.7067)  0.118
H (-3.4664, 2.3198, 2.5545)  0.105
H (-3.8473, 3.5584, 0.4549)  0.102
H (-2.3609, 3.1898, -1.4771)  0.105
H (-0.5147, 1.5738, -1.3228)  0.099
H (-0.5620, -0.6657, -1.8874)  0.122
H (0.0357, -2.3176, -1.5830)  0.102
H (-2.8986, -0.2957, -1.6326)  0.109
H (-5.0738, -0.8956, -0.6604)  0.104
H (-5.2458, -2.7829, 0.9198)  0.102
H (-3.2296, -4.0779, 1.5104)  0.104
H (-1.0493, -3.4771, 0.5335)  0.113

Results
frontier orbital gap = 0.3283 Eh
ΔE to the lowest compared entry with this formula, charge and spin = 0.0 kcal per mole
molecular weight = 421.6 g/mol

***

This record from the OMol25 dataset describes C8H5BiCl2LuNO3 as an isolated structure at a distorted geometry. The level of theory is ωB97M-V/def2-TZVPD.

Last column: Löwdin charge in e.
Geometry (Å):
Bi (0.2363, 0.3940, -3.5188)  1.450
Lu (0.8043, 0.5238, -0.5496)  1.246
Cl (-0.6135, -1.4249, -1.4087)  0.092
Cl (-0.4008, 2.7145, -1.9012)  0.026
C (2.0259, 2.4705, 0.2482)  -0.040
C (0.8754, -1.4058, -4.6114)  -0.098
C (0.9715, 1.7036, -5.1072)  -0.089
O (2.5994, 3.3644, 0.6734)  0.241
O (1.2102, -2.3280, -5.2690)  0.311
O (1.3559, 2.3459, -6.0231)  0.318
C (-1.3541, -1.2456, 3.4414)  0.092
C (-1.6461, 0.0708, 3.0648)  0.070
C (-1.0263, 0.6356, 1.9561)  -0.033
N (-0.1174, -0.1103, 1.2663)  -0.240
C (0.1841, -1.4086, 1.5912)  -0.122
C (-0.4337, -1.9872, 2.6909)  0.061
H (-1.8295, -1.6852, 4.3093)  0.161
H (-2.3457, 0.6758, 3.6232)  0.154
H (-1.2087, 1.6434, 1.6086)  0.137
H (0.8953, -1.9404, 0.9647)  0.111
H (-0.1824, -3.0064, 2.9508)  0.154

Results
frontier orbital gap (alpha / beta) = 0.1044 / 0.1017 Eh
ΔE to the lowest compared entry with this formula, charge and spin = 86.4 kcal per mole
charge = +4
molecular weight = 618.0 g/mol

***

This record from the OMol25 dataset describes H12O6Ti as an isolated structure. The level of theory is ωB97M-V/def2-TZVPD.

Last column: Mulliken spin population.
Geometry (Å):
Ti (0.3791, -0.0551, 0.6901)  3.071
O (2.4164, -0.9183, 1.1468)  0.012
H (2.9873, -1.1303, 0.3955)  0.010
H (2.9011, -1.1975, 1.9308)  -0.004
O (0.6398, -1.0164, -1.4507)  -0.061
H (0.5879, -1.9294, -1.7694)  0.013
H (1.4037, -0.6267, -1.9012)  0.020
O (0.4401, 1.9734, -0.5175)  -0.042
H (0.0447, 2.3322, -1.3266)  0.012
H (1.0333, 2.6578, -0.1849)  0.019
O (-0.4766, 1.0931, 2.5995)  -0.052
H (-0.0109, 0.9129, 3.4237)  0.003
H (-0.6534, 2.0441, 2.6071)  0.018
O (-2.0411, 0.1575, -2.3585)  -0.006
H (-1.2661, -0.2702, -1.9749)  -0.003
H (-2.3706, -0.4402, -3.0365)  0.002
O (-1.6489, -1.0404, 0.5391)  -0.023
H (-2.4325, -0.6320, 0.9333)  0.011
H (-1.9333, -1.9147, 0.2544)  0.000

Results
frontier orbital gap (alpha / beta) = 0.1729 / 0.3949 Eh
2S+1 = 4
ΔE to the lowest compared entry with this formula, charge and spin = 9.7 kcal per mole
charge = +1
molecular weight = 156.0 g/mol
⟨S²⟩ = 3.7515

***

Question: Number 1 is which compound?
Answer: H14O7

***

Question: What is the formula in the first record?
Answer: H14O7

***

Question: What is the ΔE to the lowest compared entry with this formula, charge and spin in the first record?
Answer: 40.7 kcal per mole

***

What did the fourth record say?
This record from the OMol25 dataset describes H12O6Ti as an isolated structure. The level of theory is ωB97M-V/def2-TZVPD.

Last column: Mulliken spin population.
Geometry (Å):
Ti (0.3791, -0.0551, 0.6901)  3.071
O (2.4164, -0.9183, 1.1468)  0.012
H (2.9873, -1.1303, 0.3955)  0.010
H (2.9011, -1.1975, 1.9308)  -0.004
O (0.6398, -1.0164, -1.4507)  -0.061
H (0.5879, -1.9294, -1.7694)  0.013
H (1.4037, -0.6267, -1.9012)  0.020
O (0.4401, 1.9734, -0.5175)  -0.042
H (0.0447, 2.3322, -1.3266)  0.012
H (1.0333, 2.6578, -0.1849)  0.019
O (-0.4766, 1.0931, 2.5995)  -0.052
H (-0.0109, 0.9129, 3.4237)  0.003
H (-0.6534, 2.0441, 2.6071)  0.018
O (-2.0411, 0.1575, -2.3585)  -0.006
H (-1.2661, -0.2702, -1.9749)  -0.003
H (-2.3706, -0.4402, -3.0365)  0.002
O (-1.6489, -1.0404, 0.5391)  -0.023
H (-2.4325, -0.6320, 0.9333)  0.011
H (-1.9333, -1.9147, 0.2544)  0.000

Results
frontier orbital gap (alpha / beta) = 0.1729 / 0.3949 Eh
2S+1 = 4
ΔE to the lowest compared entry with this formula, charge and spin = 9.7 kcal per mole
charge = +1
molecular weight = 156.0 g/mol
⟨S²⟩ = 3.7515